1.
# C28H44AsCoN2O7S2Si

A molecular structure, C28H44AsCoN2O7S2Si (wB97M-V/def2-TZVPD, the OMol25 dataset).

Each line ends with the Löwdin charge.
Atoms and positions in Å:
Co  0.717180  -1.352392  0.523023  0.4695
C  -3.157148  0.596250  2.523813  -0.0144
C  -2.709098  0.543183  1.070053  -0.5445
C  -3.859378  0.904369  0.124177  -0.0103
O  -1.644759  1.442519  0.879589  -0.0384
C  -2.272157  -0.905671  0.711943  -0.5636
O  -3.051619  -1.806158  1.012052  0.0322
O  -1.176817  -1.076751  0.046510  -0.1424
H  -3.649257  1.548556  2.733708  0.0837
H  -2.291628  0.489764  3.177991  0.0674
H  -3.848364  -0.222848  2.714044  0.0838
H  -4.207472  1.914007  0.346897  0.0834
H  -4.678263  0.194169  0.247375  0.0878
H  -3.507911  0.878199  -0.909053  0.0770
H  -1.055459  1.006580  0.253803  0.0614
C  3.028215  4.258110  1.139455  -0.2409
Si  2.116159  2.696113  0.449668  0.5847
C  3.421033  2.134797  -0.859014  -0.2520
C  0.759393  3.417799  -0.687898  -0.3099
C  0.419867  2.758248  -1.872267  -0.1174
C  -0.562216  3.246184  -2.719967  -0.0979
C  -1.248934  4.407526  -2.393582  -0.1063
C  -0.939829  5.070620  -1.214369  -0.0973
C  0.055381  4.581693  -0.380143  -0.1214
H  3.018220  5.067631  0.404765  0.0212
H  4.072731  4.028492  1.363782  0.0120
H  2.572080  4.632684  2.058998  -0.0020
H  3.573870  2.942842  -1.579750  0.0320
H  3.109877  1.250469  -1.412303  -0.0106
H  4.388097  1.910686  -0.397523  0.0080
H  0.932272  1.837177  -2.135118  0.0920
H  -0.797106  2.718666  -3.637892  0.0909
H  -2.019114  4.791038  -3.051753  0.0928
H  -1.478111  5.971966  -0.943726  0.0951
H  0.290297  5.124256  0.530638  0.0929
C  5.346461  -2.218996  0.346211  -0.0705
C  4.902538  -0.785491  0.025615  -0.1971
C  3.462236  -0.688582  -0.075766  -0.1606
N  2.326617  -0.599481  -0.163841  0.1220
H  6.432907  -2.283557  0.328103  0.0732
H  4.936549  -2.919154  -0.379202  0.0861
H  4.988114  -2.517746  1.329294  0.0872
H  5.326703  -0.447325  -0.921969  0.1256
H  5.233526  -0.096610  0.806049  0.1128
C  -2.233418  -0.355210  -5.091356  -0.0543
C  -2.469793  -1.487742  -4.127974  -0.2711
C  -3.463114  -1.403104  -3.157246  -0.0356
C  -3.705005  -2.460631  -2.295768  -0.0487
C  -2.941193  -3.610231  -2.406014  -0.2729
C  -1.935471  -3.711871  -3.352691  -0.0545
C  -1.706973  -2.650210  -4.213126  -0.0386
S  -3.248262  -4.966492  -1.286287  0.6205
O  -4.651032  -4.975059  -0.976385  -0.2978
O  -2.671270  -6.148592  -1.872324  -0.3073
N  -2.424193  -4.594177  0.077799  -0.1143
C  -0.966900  -4.592961  -0.070738  -0.2336
C  -0.251780  -4.470693  1.272091  -0.0905
C  1.246262  -4.274663  0.996271  -0.6439
O  2.029431  -5.196635  1.174657  0.0259
O  1.585663  -3.121425  0.514480  -0.1572
H  -2.734826  0.553942  -4.760746  0.0696
H  -2.618346  -0.610587  -6.081377  0.0794
H  -1.167510  -0.148124  -5.195004  0.0759
H  -4.052171  -0.497518  -3.070451  0.1077
H  -4.472480  -2.413322  -1.535372  0.1160
H  -1.356115  -4.624222  -3.408652  0.1135
H  -0.923456  -2.721112  -4.958904  0.1117
H  -2.782257  -3.692163  0.425734  0.0774
H  -0.637700  -3.763826  -0.710650  0.1045
H  -0.696767  -5.532068  -0.552764  0.1214
H  -0.400902  -5.362228  1.876753  0.1182
H  -0.621611  -3.590213  1.809918  0.1057
C  3.477259  1.604057  3.140325  -0.2924
As  1.496053  1.550549  2.933046  0.6430
C  1.319976  1.304896  4.926005  -0.3613
C  0.317693  3.145690  3.078193  -0.2716
S  0.735274  -0.460207  2.651750  0.2684
H  3.767749  2.508491  3.676707  0.0309
H  3.968549  1.573584  2.168970  -0.0192
H  3.757036  0.731934  3.732142  0.0238
H  1.627178  2.201302  5.473844  0.0206
H  1.911605  0.454818  5.265499  0.0057
H  0.276217  1.091502  5.160885  0.0063
H  0.923798  3.976936  3.440632  0.0238
H  -0.120821  3.371013  2.111008  -0.0096
H  -0.462081  2.922763  3.804675  0.0271

Cartesian forces (eV/Å) of the 2 atoms listed first:
Co -1.394 -0.744 0.868
C 0.042 -0.034 -0.037

Summary:
- F_max (Eh/bohr) = 0.0351
- ⟨S²⟩ = 3.76
- net charge = -1
- frontier orbital gap (spin up / spin down) (eV) = 6.597 / 6.558
- energy above the lowest of the compared OMol25 structures with the same formula, charge and spin (kcal per mole) = 36.1
- multiplicity = 4
- E_tot (eV) = -175079.693
- M (g/mol) = 746.742
- LUMO energy (spin up / spin down) (eV) = 2.23 / 2.20

***

2.
# C4H5NO2S

C4H5NO2S in the gas phase (wB97M-V/def2-TZVPD, the OMol25 dataset).

Each line ends with the Löwdin charge.
Atoms and positions in Å:
O  0.120361  2.303209  -0.154072  0.0841
C  -0.037339  1.088315  -0.231847  -0.4443
C  0.778413  0.230456  -1.095703  -0.1293
N  1.649869  -0.779376  -0.956386  0.0839
O  2.123940  -0.612279  0.457691  -0.0711
C  -1.340739  0.641081  0.409205  -0.4965
C  -1.210749  -0.763874  0.854530  -0.3451
S  -2.047480  -0.552611  -0.796786  0.8516
H  0.827389  0.465809  -2.213700  0.1543
H  2.723248  -1.285194  0.617728  0.0351
H  -1.596876  1.552266  0.961429  0.1390
H  -0.263282  -1.030424  0.395948  0.0142
H  -1.726755  -1.257375  1.751963  0.1240

Cartesian forces (eV/Å) of the 2 atoms listed first:
O 1.029 -1.222 -0.612
C -1.094 3.285 1.255

Summary:
- F_max (Eh/bohr) = 0.1147
- structure (SMILES) = O=C(/C=N\O)[C@@H]1CS1
- frontier orbital gap (eV) = 9.078
- energy above the lowest of the compared OMol25 structures with the same formula, charge and spin (kcal per mole) = 132.9
- multiplicity = 1
- E_tot (eV) = -20644.416
- M (g/mol) = 131.156
- LUMO energy (eV) = -0.12

***

3.
# C6H6BrNNiSbSe4

A molecular structure, C6H6BrNNiSbSe4 (wB97M-V/def2-TZVPD, the OMol25 dataset).

Each line ends with the Löwdin charge.
Atoms and positions in Å:
Ni  0.173240  -0.191425  0.082823  -0.4361
C  -1.386322  5.112433  -0.039771  -0.0416
C  -0.287621  4.088281  -0.016323  -0.2378
C  1.056478  4.437735  -0.026139  -0.0202
C  2.039295  3.458162  -0.004518  -0.0833
C  1.611216  2.150096  0.027100  -0.6986
Br  2.778290  0.664034  0.053643  0.8485
N  0.338319  1.785828  0.038056  -0.0707
C  -0.596240  2.734087  0.015988  -0.0819
H  -0.979904  6.122369  -0.067184  0.0740
H  -2.019867  5.021995  0.843185  0.0874
H  -2.025116  4.976365  -0.913023  0.0876
H  1.342175  5.482463  -0.051845  0.1161
H  3.092180  3.696567  -0.012414  0.1061
H  -1.618396  2.370555  0.023712  0.0589
Se  -2.940094  -3.754998  2.014235  -0.2661
Sb  -2.113634  -2.811796  -0.008910  -0.3529
Se  -2.082835  -0.286313  0.147679  0.1273
Se  0.406678  -2.414566  0.012747  0.0447
Se  -2.884443  -3.705472  -2.072642  -0.2613

Cartesian forces (eV/Å) of the 2 atoms listed first:
Ni -0.040 0.134 -0.063
C -0.011 -0.009 0.000

Summary:
- F_max (Eh/bohr) = 0.0075
- net charge = -1
- frontier orbital gap (spin up / spin down) (eV) = 5.562 / 5.554
- energy above the lowest of the compared OMol25 structures with the same formula, charge and spin (kcal per mole) = 0.0
- multiplicity = 1
- E_tot (eV) = -386821.480
- M (g/mol) = 668.318
- LUMO energy (spin up / spin down) (eV) = 1.79 / 1.78

***

4.
# C4H8N2O

3 unconnected molecules or ions with the total composition C4H8N2O (wB97M-V/def2-TZVPD, the OMol25 dataset).

Each line ends with the Löwdin charge.
Atoms and positions in Å:
C  -2.220689  -0.314468  1.321960  -0.1259
C  -1.869691  0.167206  0.004518  -0.2242
C  -1.603620  0.596511  -1.081384  0.0819
H  -1.311140  -0.589563  1.858636  0.0293
H  -2.736881  0.468422  1.876975  0.0821
H  -2.870947  -1.185956  1.249684  0.0780
H  -1.366804  0.990590  -2.027302  0.0219
N  1.646254  -0.287291  -1.352315  -0.0715
C  1.165342  0.092149  1.548854  -0.0396
O  1.571674  0.969545  -2.037825  -0.1638
N  2.227002  -0.374471  1.622734  0.0661
H  1.828145  1.621508  -1.370378  0.0741
H  1.739895  -0.971336  -2.109679  0.0743
H  3.105999  -0.771061  1.356041  0.0752
H  0.695460  -0.411784  -0.860521  0.0422

Cartesian forces (eV/Å) of the 2 atoms listed first:
C 0.035 -0.184 0.249
C -0.028 0.149 -0.290

Summary:
- F_max (Eh/bohr) = 0.0407
- frontier orbital gap (eV) = 10.349
- energy above the lowest of the compared OMol25 structures with the same formula, charge and spin (kcal per mole) = 140.9
- multiplicity = 1
- E_tot (eV) = -9300.281
- M (g/mol) = 100.121
- LUMO energy (eV) = 1.13

***

5.
# C3H6O3S

2 unconnected molecules or ions with the total composition C3H6O3S (wB97M-V/def2-TZVPD, the OMol25 dataset).

Each line ends with the Löwdin charge.
Atoms and positions in Å:
O  1.987765  -0.652856  0.187432  -0.1000
C  1.195020  -0.044589  0.920258  -0.7120
O  1.065899  -0.002479  2.216838  -0.1598
C  0.089554  0.745371  0.169555  -0.2703
C  -1.362056  0.324499  0.332959  -0.7623
S  -2.673033  1.254199  -0.629028  -0.1022
H  0.347409  0.692204  -0.878361  0.0740
H  0.308708  1.758730  0.530711  0.0896
H  -1.316096  -0.667440  -0.110333  0.0240
H  -1.547160  0.325139  1.376041  0.0155
H  1.447758  -2.162448  -1.218070  0.0479
H  2.769215  -1.748144  -1.806331  -0.0162
O  2.099285  -2.396780  -1.950001  -0.1281

Cartesian forces (eV/Å) of the 2 atoms listed first:
O 1.359 -0.722 0.215
C -2.945 0.319 2.405

Summary:
- F_max (Eh/bohr) = 0.0742
- net charge = -2
- frontier orbital gap (eV) = 5.674
- energy above the lowest of the compared OMol25 structures with the same formula, charge and spin (kcal per mole) = 16.8
- multiplicity = 1
- E_tot (eV) = -20185.642
- M (g/mol) = 122.145
- LUMO energy (eV) = 6.23

***

6.
# C6H5N2O2S

A gas-phase ion, C6H5N2O2S (charge +1) (wB97M-V/def2-TZVPD, the OMol25 dataset).

Each line ends with the Löwdin charge.
Atoms and positions in Å:
O  -1.472058  1.852758  -1.458936  0.2204
C  -0.923585  0.928465  -0.972784  -0.4275
N  -1.631615  -0.336675  -0.839028  0.1558
C  -1.199776  -1.446802  -0.289827  -0.1415
C  0.066232  -1.766841  -0.003214  -0.0954
S  1.310853  -0.653043  -0.656556  0.9912
O  1.610186  -0.846744  -2.030659  -0.2239
C  2.696123  0.024211  0.045037  -0.0779
C  2.426537  1.315245  0.325702  -0.1180
C  1.155862  1.848563  -0.014925  0.0590
N  0.351438  0.936284  -0.457913  -0.0165
H  -2.574804  -0.429018  -1.167178  0.1775
H  -1.880534  -2.133798  0.050089  0.1322
H  0.588138  -2.522167  0.583787  0.1115
H  3.186075  1.879535  0.739456  0.0923
H  0.768792  2.824022  -0.041335  0.1609

Cartesian forces (eV/Å) of the 2 atoms listed first:
O -0.104 0.779 -0.272
C -2.632 -0.631 -0.351

Summary:
- F_max (Eh/bohr) = 0.0655
- structure (SMILES) = O=C1NC=C[S@]2(=O)=C=CC=[N+]12
- net charge = +1
- frontier orbital gap (eV) = 7.394
- energy above the lowest of the compared OMol25 structures with the same formula, charge and spin (kcal per mole) = 115.4
- multiplicity = 1
- E_tot (eV) = -24200.263
- M (g/mol) = 169.185
- LUMO energy (eV) = -6.74

***

Q: The lowest energy above the lowest of the compared OMol25 structures with the same formula, charge and spin belongs to which entry?
A: C6H6BrNNiSbSe4